No. 1
{"formula": "C4H3N3", "method": "ωB97M-V with the def2-TZVPD basis set", "e_above_lowest_ev": 3.1649, "lumo_ev": -0.35, "symbols": ["N", "C", "C", "N", "C", "C", "N", "H", "H", "H"], "xyz": [[2.698, 0.552, -0.851], [1.985, -0.300, -0.558], [1.236, -1.336, 0.033], [-0.017, -1.269, 0.377], [-1.131, -0.409, 0.274], [-1.334, 0.877, 0.216], [-1.504, 2.054, 0.227], [1.935, -2.081, 0.284], [-2.144, -0.820, 0.459], [-1.725, 2.733, -0.461]], "forces_ev_per_a": [[0.05, 0.14, -0.38], [0.48, 1.62, -0.34], [-3.32, 1.94, 0.39], [0.76, -0.95, -0.10], [0.08, -2.02, 0.34], [1.53, 1.28, -1.30], [-0.23, 0.41, 1.48], [-0.18, -1.84, 0.68], [0.89, -0.69, 0.04], [-0.06, 0.13, -0.81]], "lowdin_charge": [0.155, -0.222, -0.163, 0.061, -0.162, -0.169, 0.208, 0.093, 0.116, 0.083]}

No. 2
{"formula": "C27H30N3O8PdS2", "method": "ωB97M-V with the def2-TZVPD basis set", "e_above_lowest_ev": 0.1958, "lumo_ev": [-2.79, -4.81], "s_squared": 6.0577, "total_charge": 1, "spin_multiplicity": 5, "symbols": ["Pd", "C", "C", "N", "C", "C", "S", "C", "C", "S", "C", "N", "C", "H", "H", "H", "H", "H", "H", "H", "H", "O", "C", "C", "O", "C", "C", "O", "C", "O", "O", "C", "C", "C", "C", "C", "C", "C", "C", "C", "C", "C", "C", "O", "H", "H", "H", "H", "H", "H", "H", "H", "H", "H", "H", "H", "H", "H", "H", "H", "H", "N", "C", "C", "O", "O", "H", "H", "H", "H", "H"], "xyz": [[-0.934, -0.390, 0.815], [-3.362, 1.118, -1.751], [-3.586, 1.270, -0.288], [-2.944, 0.607, 0.642], [-3.485, 0.828, 1.896], [-4.516, 1.705, 1.914], [-4.841, 2.250, 0.329], [-2.949, 0.060, 3.016], [-3.431, -0.017, 4.280], [-2.465, -1.081, 5.200], [-1.465, -1.387, 3.849], [-1.843, -0.729, 2.784], [-0.288, -2.294, 3.942], [-2.326, 0.858, -1.946], [-3.629, 2.024, -2.293], [-3.988, 0.304, -2.123], [-5.082, 2.053, 2.761], [-4.287, 0.482, 4.701], [-0.189, -2.695, 4.948], [0.615, -1.735, 3.696], [-0.376, -3.121, 3.236], [4.527, -3.706, 2.661], [3.708, -3.027, 2.120], [3.852, -1.562, 1.706], [4.718, -0.787, 2.035], [2.639, -1.198, 0.903], [1.622, -2.211, 1.152], [0.391, -2.102, 1.011], [2.258, -3.409, 1.794], [1.699, -4.434, 2.082], [2.519, -0.157, 0.257], [-0.010, -3.280, -2.000], [-0.407, -2.357, -3.153], [-1.892, -1.998, -3.079], [0.509, -1.160, -3.279], [1.482, -1.175, -4.245], [2.329, -0.082, -4.442], [2.147, 1.097, -3.710], [1.188, 1.206, -2.738], [0.938, 2.574, -2.142], [-0.348, 3.189, -2.701], [0.940, 2.642, -0.618], [0.412, 0.009, -2.399], [-0.323, -0.048, -1.379], [-0.597, -4.199, -2.043], [-0.196, -2.807, -1.040], [1.046, -3.553, -2.054], [-0.259, -2.917, -4.080], [-2.151, -1.591, -2.103], [-2.490, -2.896, -3.239], [-2.170, -1.270, -3.844], [1.590, -2.050, -4.874], [3.098, -0.127, -5.200], [2.762, 1.957, -3.942], [1.767, 3.191, -2.499], [-1.219, 2.654, -2.330], [-0.363, 3.170, -3.791], [-0.433, 4.228, -2.377], [0.000, 2.274, -0.212], [1.062, 3.681, -0.303], [1.747, 2.032, -0.219], [2.820, 1.835, 2.207], [1.640, 2.514, 2.845], [0.336, 1.769, 2.495], [-0.724, 2.288, 2.772], [0.560, 0.655, 1.904], [3.398, 1.323, 2.873], [3.431, 2.482, 1.713], [2.469, 1.142, 1.511], [1.574, 3.529, 2.464], [1.774, 2.554, 3.922]], "forces_ev_per_a": [[-0.18, -0.11, -0.09], [0.00, 0.00, 0.00], [-0.01, -0.02, -0.02], [0.15, 0.13, 0.11], [-0.03, -0.03, 0.00], [0.01, 0.01, 0.00], [-0.02, -0.04, -0.01], [-0.02, 0.00, 0.02], [0.02, 0.01, -0.01], [0.01, 0.00, -0.01], [-0.01, 0.02, 0.02], [-0.04, -0.07, 0.01], [-0.01, 0.01, 0.00], [0.02, 0.00, 0.01], [0.01, 0.01, 0.00], [-0.01, 0.02, -0.01], [0.00, 0.00, 0.00], [0.00, 0.01, 0.00], [0.00, -0.01, 0.00], [0.00, -0.01, 0.02], [0.00, 0.01, 0.00], [0.01, -0.03, -0.04], [-0.05, 0.08, 0.11], [-0.06, -0.19, -0.12], [0.03, 0.15, 0.09], [0.04, 0.17, 0.01], [-0.07, -0.04, 0.14], [0.11, -0.11, -0.14], [0.00, -0.02, -0.03], [0.04, 0.01, -0.01], [0.01, -0.10, -0.16], [0.00, -0.01, -0.02], [-0.01, 0.01, 0.01], [0.01, 0.00, 0.00], [0.00, 0.00, -0.01], [0.02, -0.01, 0.01], [0.00, 0.01, 0.00], [-0.01, 0.00, -0.02], [-0.06, 0.00, 0.02], [0.03, -0.02, 0.02], [0.01, 0.01, -0.03], [0.00, 0.00, -0.01], [-0.01, -0.15, 0.02], [0.07, 0.21, -0.02], [0.00, 0.00, -0.01], [0.00, 0.00, 0.01], [0.00, 0.00, 0.01], [0.00, 0.00, 0.00], [-0.01, 0.00, 0.01], [0.00, 0.00, 0.00], [0.00, 0.00, 0.00], [0.00, 0.00, 0.00], [0.00, 0.00, 0.00], [0.00, 0.00, 0.00], [0.01, -0.01, 0.02], [-0.03, -0.02, -0.01], [0.00, 0.00, 0.01], [0.00, 0.00, 0.00], [-0.03, -0.03, 0.06], [-0.01, 0.00, 0.01], [-0.01, 0.02, -0.01], [-0.07, 0.18, 0.14], [0.02, 0.02, -0.05], [0.02, 0.07, -0.02], [-0.05, 0.04, 0.00], [0.03, 0.01, 0.00], [0.05, -0.10, -0.06], [0.01, 0.01, 0.05], [0.09, -0.11, -0.02], [-0.03, 0.00, 0.01], [0.02, 0.00, 0.00]], "lowdin_charge": [1.172, -0.071, -0.605, 0.005, -0.328, -0.310, 1.135, -0.329, -0.310, 1.140, -0.594, -0.005, -0.054, 0.040, 0.087, 0.097, 0.089, 0.088, 0.086, 0.081, 0.088, 0.195, -0.232, -0.247, 0.140, -0.279, -0.258, -0.054, -0.255, 0.169, 0.045, -0.038, -0.360, -0.057, -0.085, -0.012, -0.006, -0.013, -0.088, -0.351, -0.033, -0.052, -0.247, -0.059, 0.092, 0.046, 0.092, 0.132, 0.054, 0.088, 0.090, 0.125, 0.119, 0.123, 0.131, 0.053, 0.092, 0.090, 0.066, 0.095, 0.055, 0.196, -0.025, -0.649, 0.078, -0.145, 0.156, 0.170, 0.081, 0.133, 0.137]}

No. 3
{"formula": "C4H8INOS", "method": "ωB97M-V with the def2-TZVPD basis set", "e_above_lowest_ev": 2.8730, "lumo_ev": -0.09, "symbols": ["C", "C", "C", "C", "N", "O", "S", "I", "H", "H", "H", "H", "H", "H", "H", "H"], "xyz": [[1.303, 0.344, 1.437], [0.043, 0.109, 1.284], [0.552, -1.460, -0.713], [-0.417, -0.491, -0.060], [-0.147, 2.007, -0.778], [-1.733, 0.487, -2.110], [-1.075, 0.830, -0.886], [-2.186, -1.530, 0.645], [1.665, 0.673, 2.372], [2.030, 0.157, 0.636], [-0.663, 0.137, 2.072], [0.095, -1.845, -1.617], [0.926, -2.239, -0.021], [1.508, -0.915, -0.898], [0.246, 2.618, -1.526], [-2.149, 1.118, 0.163]], "forces_ev_per_a": [[1.86, -0.13, -0.28], [-0.11, -1.33, -1.38], [1.18, 0.92, 0.14], [0.09, -2.14, 3.33], [0.84, 0.42, -0.67], [-0.15, -0.76, -0.57], [-2.32, 4.70, -0.02], [-0.41, -0.93, -0.38], [0.52, 0.41, 0.84], [-0.31, 0.36, 0.52], [-0.53, 0.54, 0.55], [0.32, -0.24, -0.16], [-0.95, 0.22, -0.24], [-0.83, -0.21, -0.62], [-0.94, -1.29, 0.69], [1.74, -0.55, -1.75]], "lowdin_charge": [0.020, -0.332, -0.136, -0.997, -0.233, -0.381, 0.509, 0.978, 0.061, 0.078, 0.041, 0.079, 0.100, 0.085, 0.056, 0.072]}

No. 4
{"formula": "CHO4S", "method": "ωB97M-V with the def2-TZVPD basis set", "e_above_lowest_ev": 1.1355, "lumo_ev": 4.14, "total_charge": -1, "symbols": ["O", "C", "S", "O", "O", "O", "H"], "xyz": [[-0.211, 1.823, -0.004], [0.066, 0.662, -0.168], [1.445, 0.167, -1.847], [2.501, 1.160, -1.938], [1.880, -1.148, -1.354], [0.511, 0.098, -2.968], [-0.308, -0.105, 0.525]], "forces_ev_per_a": [[-0.15, -0.93, 0.19], [1.98, 1.84, -2.25], [-1.63, -1.28, 1.98], [-0.61, 0.05, 0.19], [0.04, 0.58, -0.30], [0.37, 0.36, 0.24], [0.00, -0.62, -0.04]], "lowdin_charge": [-0.055, -0.206, 0.435, -0.386, -0.440, -0.410, 0.062]}

No. 5
{"formula": "C36H86F6N5O4P", "method": "ωB97M-V with the def2-TZVPD basis set", "lumo_ev": -7.50, "total_charge": 4, "symbols": ["C", "C", "C", "N", "C", "C", "C", "C", "C", "H", "H", "H", "H", "H", "H", "H", "H", "H", "H", "H", "H", "H", "H", "H", "H", "H", "H", "C", "C", "C", "N", "C", "C", "C", "C", "C", "H", "H", "H", "H", "H", "H", "H", "H", "H", "H", "H", "H", "H", "H", "H", "H", "H", "H", "C", "C", "C", "N", "C", "C", "C", "C", "C", "H", "H", "H", "H", "H", "H", "H", "H", "H", "H", "H", "H", "H", "H", "H", "H", "H", "H", "C", "O", "C", "C", "N", "H", "H", "C", "C", "O", "C", "H", "H", "H", "H", "H", "H", "H", "H", "H", "H", "H", "H", "H", "H", "C", "O", "C", "C", "N", "H", "H", "C", "C", "O", "C", "H", "H", "H", "H", "H", "H", "H", "H", "H", "H", "H", "H", "H", "H", "P", "F", "F", "F", "F", "F", "F"], "xyz": [[-8.290, -0.739, -0.521], [-7.345, -0.951, 0.649], [-6.168, -1.807, 0.293], [-4.993, -1.701, 1.227], [-4.261, -0.388, 1.090], [-5.255, -1.880, 2.701], [-3.899, -2.296, 3.296], [-3.117, -2.855, 2.057], [-4.042, -2.882, 0.878], [-8.425, -1.675, -1.108], [-7.766, -0.021, -1.198], [-9.255, -0.296, -0.211], [-7.838, -1.430, 1.487], [-7.024, 0.002, 1.046], [-5.699, -1.636, -0.689], [-6.537, -2.825, 0.219], [-4.877, 0.451, 1.380], [-3.981, -0.200, 0.052], [-3.379, -0.393, 1.777], [-5.619, -0.907, 3.051], [-6.034, -2.628, 2.852], [-3.449, -1.380, 3.703], [-3.995, -2.989, 4.121], [-2.279, -2.178, 1.797], [-2.748, -3.861, 2.144], [-3.593, -2.505, -0.023], [-4.661, -3.749, 0.686], [4.025, -0.023, 8.154], [3.108, -0.945, 7.449], [2.372, -0.293, 6.350], [1.648, -1.203, 5.392], [2.397, -2.409, 4.972], [1.214, -0.370, 4.157], [-0.319, -0.377, 4.158], [-0.712, -0.596, 5.629], [0.309, -1.653, 6.045], [4.569, -0.644, 8.897], [3.585, 0.809, 8.660], [4.770, 0.367, 7.459], [2.453, -1.507, 8.128], [3.777, -1.738, 7.068], [3.100, 0.184, 5.705], [1.640, 0.427, 6.712], [2.530, -3.148, 5.749], [3.377, -2.131, 4.580], [1.853, -2.855, 4.104], [1.699, -0.897, 3.334], [1.664, 0.577, 4.320], [-0.556, -1.222, 3.508], [-0.736, 0.506, 3.683], [-1.670, -1.104, 5.769], [-0.671, 0.309, 6.204], [0.037, -2.651, 5.698], [0.492, -1.713, 7.125], [6.249, 0.719, 2.610], [5.246, 1.203, 1.526], [5.991, 1.466, 0.241], [5.003, 1.598, -0.930], [3.852, 2.594, -0.604], [4.394, 0.258, -1.324], [3.837, 0.627, -2.696], [4.861, 1.607, -3.309], [5.707, 2.091, -2.155], [6.753, -0.212, 2.326], [5.734, 0.551, 3.548], [7.045, 1.458, 2.807], [4.634, 1.999, 1.959], [4.588, 0.334, 1.373], [6.677, 0.607, 0.080], [6.491, 2.415, 0.294], [4.242, 3.495, -0.164], [3.147, 2.089, 0.068], [3.366, 2.813, -1.537], [3.674, 0.043, -0.514], [5.165, -0.528, -1.360], [2.944, 1.236, -2.603], [3.534, -0.260, -3.233], [4.321, 2.406, -3.791], [5.493, 1.244, -4.095], [5.825, 3.184, -2.128], [6.717, 1.669, -2.155], [2.969, -4.234, -5.545], [2.323, -3.530, -4.441], [1.762, -4.361, -3.421], [0.176, -4.297, -3.402], [-0.250, -2.869, -3.664], [0.131, -2.285, -2.915], [0.385, -2.604, -4.431], [-1.647, -2.637, -4.082], [-1.795, -2.891, -5.600], [-0.650, -2.387, -6.202], [-0.596, -2.415, -7.615], [3.106, -3.518, -6.336], [2.235, -4.963, -6.004], [3.928, -4.666, -5.216], [2.092, -4.123, -2.404], [2.004, -5.415, -3.532], [-0.356, -4.644, -2.489], [-0.202, -4.847, -4.267], [-1.816, -1.618, -3.812], [-2.291, -3.225, -3.447], [-2.718, -2.407, -5.940], [-1.862, -3.958, -5.781], [-1.603, -2.372, -8.069], [-0.192, -3.409, -7.895], [-0.056, -1.542, -7.975], [-0.458, 5.028, 1.732], [-0.610, 4.664, 0.362], [-1.217, 3.418, -0.033], [-0.950, 3.497, -1.574], [-1.568, 4.739, -2.115], [-1.470, 5.437, -1.349], [-1.066, 5.138, -2.960], [-2.990, 4.741, -2.491], [-3.101, 4.954, -4.037], [-1.921, 5.744, -4.239], [-1.955, 6.685, -5.323], [-0.027, 6.035, 1.825], [0.105, 4.263, 2.264], [-1.484, 4.999, 2.136], [-2.278, 3.384, 0.194], [-0.756, 2.545, 0.482], [-1.291, 2.635, -2.176], [0.152, 3.544, -1.667], [-3.444, 5.585, -2.007], [-3.428, 3.865, -2.065], [-3.943, 5.553, -4.365], [-3.019, 4.041, -4.629], [-0.999, 7.180, -5.360], [-2.744, 7.442, -5.206], [-2.061, 6.133, -6.256], [0.070, -0.698, -0.365], [-0.688, -0.411, 1.046], [-0.628, -2.142, -0.563], [-1.154, 0.025, -1.190], [0.829, -0.958, -1.813], [0.770, 0.800, -0.271], [1.329, -1.326, 0.499]], "forces_ev_per_a": [[0.48, 0.35, -0.92], [-0.23, 0.21, 0.56], [0.36, 0.18, -0.71], [0.00, -0.82, 0.05], [0.63, -0.09, 0.12], [-0.47, 0.18, 0.10], [-0.10, 0.46, -0.79], [0.85, 0.17, 0.21], [-0.85, 2.52, 0.27], [-0.25, 0.59, 0.50], [-0.66, -0.43, 0.24], [0.54, -0.43, -0.23], [-0.30, -0.17, 0.12], [0.11, 0.49, -0.03], [-0.46, 0.43, 0.13], [0.36, -0.42, 0.46], [-0.51, -0.11, 0.23], [0.23, -0.40, 0.11], [-0.70, -0.05, -0.92], [-0.02, -0.41, 0.21], [0.07, 0.00, -0.21], [0.30, -0.43, -0.14], [-0.16, -0.24, -0.03], [-0.27, -0.62, 0.31], [0.46, -0.32, 0.64], [0.48, -0.51, -0.56], [0.06, -0.20, 0.30], [1.51, -0.25, 0.91], [-0.04, -2.32, 0.19], [0.14, 0.03, -0.96], [-1.89, -0.51, 0.40], [0.20, -0.26, -1.47], [0.23, -1.23, 0.75], [0.51, -0.34, -0.35], [0.22, -1.62, -0.77], [0.77, 0.76, 0.68], [-0.20, 0.68, -0.28], [-0.51, 0.47, 0.35], [0.07, 0.06, 0.01], [-0.07, 0.43, 0.08], [-0.35, 0.23, -0.25], [0.15, 0.52, 0.01], [0.02, 0.14, -0.11], [-0.20, 0.09, 0.31], [0.03, 0.16, 0.21], [0.25, 0.21, 0.87], [-0.38, 0.50, -0.31], [0.20, 0.97, -0.16], [-0.59, -0.06, 0.29], [0.06, 0.13, 0.11], [-0.18, 0.59, -0.16], [0.03, 0.38, 0.36], [0.16, 0.18, -0.24], [-0.12, -0.02, -0.31], [0.37, 0.51, -0.27], [0.33, -1.51, 1.25], [-1.33, -0.04, -0.03], [0.36, 0.44, 1.02], [0.60, -1.51, 0.14], [-0.38, 0.98, 0.34], [-0.20, -0.09, 0.18], [-0.22, -0.27, -0.46], [0.52, 0.36, 0.01], [-0.19, 0.15, -0.04], [-0.09, -0.05, 0.16], [-0.36, -0.19, -0.10], [0.27, 0.21, -0.51], [-0.10, 0.30, -0.04], [-0.37, 0.76, -0.41], [0.63, 0.29, -0.08], [0.38, 0.20, 0.16], [0.23, 0.21, -0.19], [-0.12, 0.21, -0.19], [0.11, -0.26, -0.78], [-0.09, 0.50, 0.00], [-0.42, -0.44, 0.34], [0.32, -0.13, -0.50], [-0.19, 0.46, 0.01], [0.32, -0.69, -0.28], [-0.12, -0.34, 0.24], [-0.22, -0.10, 0.01], [-1.34, -0.65, 0.12], [-0.42, -0.55, 0.55], [-1.14, -0.29, 0.36], [0.11, 0.33, -0.73], [2.00, -0.91, -0.10], [-0.79, 0.19, 0.42], [-0.26, 0.12, -0.52], [0.44, 0.15, -0.16], [-0.16, -0.17, 0.83], [0.33, 1.05, 0.63], [-0.90, -1.10, -0.68], [0.37, 0.52, -0.01], [1.02, 0.29, 0.79], [-0.56, -0.02, -0.24], [0.38, 0.59, -0.33], [0.17, -0.10, -0.33], [0.80, 0.11, -0.47], [-0.04, -0.14, 0.16], [-0.36, 0.86, -0.18], [-0.29, -0.44, -0.09], [0.09, -0.05, -0.07], [-0.27, -0.41, -0.13], [0.26, 0.11, 0.34], [0.21, 0.80, -0.30], [0.36, -0.34, 0.08], [-1.60, -0.77, 0.10], [0.29, 0.04, -0.70], [0.98, 0.64, -0.24], [0.28, -1.31, 0.55], [1.33, 0.92, 0.89], [0.40, -0.38, -0.49], [-0.40, -0.23, 0.63], [-0.81, 0.06, -0.87], [1.48, 0.40, 0.53], [-0.12, 0.47, -0.67], [-0.20, -0.30, -0.37], [-0.11, -0.57, -0.27], [0.39, 0.12, 0.06], [0.38, 0.42, 0.42], [-0.41, 0.24, 0.10], [-0.02, 0.50, -0.73], [-0.02, 0.34, 0.52], [-0.67, 0.26, -0.19], [-0.22, 0.41, 0.16], [-0.52, -0.70, -0.15], [-0.49, -0.24, 0.38], [-0.19, -0.10, 0.09], [0.30, 0.14, 0.21], [0.11, -0.38, 0.08], [-0.24, 0.13, -0.11], [0.70, 1.14, -0.10], [-0.18, -0.32, -0.48], [0.02, 0.26, 0.55], [0.12, -0.51, 0.40], [0.20, 0.19, 0.77], [0.04, -0.85, -0.05], [-0.90, 0.23, -1.09]], "lowdin_charge": [-0.076, -0.252, -0.148, -0.261, 0.026, -0.088, -0.109, -0.142, -0.066, 0.095, 0.090, 0.098, 0.119, 0.103, 0.144, 0.141, 0.101, 0.112, 0.105, 0.140, 0.150, 0.100, 0.121, 0.088, 0.121, 0.120, 0.142, -0.085, -0.271, -0.144, -0.250, 0.002, -0.066, -0.144, -0.123, -0.071, 0.111, 0.082, 0.088, 0.130, 0.123, 0.132, 0.151, 0.113, 0.115, 0.125, 0.118, 0.112, 0.100, 0.115, 0.121, 0.117, 0.138, 0.137, -0.081, -0.245, -0.108, -0.255, 0.053, -0.074, -0.138, -0.128, -0.107, 0.086, 0.060, 0.095, 0.114, 0.103, 0.155, 0.139, 0.113, 0.097, 0.088, 0.114, 0.154, 0.092, 0.118, 0.115, 0.120, 0.150, 0.145, -0.041, -0.215, -0.172, -0.052, 0.024, 0.117, 0.143, -0.079, -0.195, -0.214, -0.056, 0.082, 0.113, 0.104, 0.122, 0.128, 0.144, 0.128, 0.120, 0.131, 0.141, 0.129, 0.102, 0.108, 0.098, -0.056, -0.244, -0.158, -0.084, 0.023, 0.177, 0.171, -0.072, -0.116, -0.264, -0.030, 0.109, 0.081, 0.097, 0.117, 0.117, 0.135, 0.135, 0.137, 0.121, 0.135, 0.132, 0.095, 0.110, 0.101, 0.260, -0.172, -0.150, -0.184, -0.185, -0.193, -0.173]}

How do the records compare in electronic energy? In the order shown, they have -8663.2460; -74479.0521; -26747.1769; -20078.8775; -79931.6200 eV.